{"formula": "C28H52FN3O5P", "method": "ωB97M-V with the def2-TZVPD basis set", "symbols": ["C", "C", "C", "C", "C", "C", "F", "C", "C", "O", "C", "O", "C", "C", "O", "C", "N", "C", "C", "C", "C", "C", "O", "C", "C", "C", "C", "N", "P", "C", "C", "C", "H", "H", "H", "H", "H", "H", "H", "H", "H", "H", "H", "H", "H", "H", "H", "H", "H", "H", "H", "H", "H", "H", "H", "H", "H", "H", "H", "H", "H", "H", "H", "H", "H", "H", "H", "H", "H", "H", "H", "H", "H", "C", "C", "C", "O", "C", "N", "H", "H", "H", "H", "H", "H", "H", "H", "H", "H", "H"], "positions_angstrom": [[3.14231, 3.88486, -3.23530], [2.35351, 2.87710, -2.60166], [1.81687, 1.84871, -1.39633], [2.59621, 0.41621, -1.23780], [3.88439, -0.03709, -2.20076], [5.32407, -0.03619, -1.34904], [3.65435, -1.34864, -2.88557], [2.04411, -0.62051, -0.04634], [2.76227, -2.08568, 0.09563], [2.09671, -2.96907, -0.91927], [1.95271, -4.33917, -0.40362], [0.55959, -4.49608, 0.04959], [0.25382, -5.89368, 0.41573], [0.70540, -6.06220, 2.00227], [-0.19547, -5.24395, 2.83552], [0.78426, -0.08234, 0.91413], [0.31905, -1.04404, 1.98076], [0.92088, -0.78170, 3.33825], [2.49255, -1.21202, 3.51274], [2.57833, -2.79560, 3.99453], [2.29766, -2.92385, 5.63717], [0.09986, 1.41605, 0.62154], [-1.04118, 1.91296, 1.40336], [-0.64476, 2.45458, 2.71029], [-1.66568, 1.73425, 3.82260], [-3.16755, 1.52061, 3.16582], [-3.92353, 2.92429, 2.75363], [0.62479, 2.30391, -0.52736], [-0.07279, 3.89257, -0.97269], [-1.85384, 3.50467, -1.64329], [-0.29778, 5.05487, 0.51917], [-0.55221, 6.63204, 0.02223], [3.80453, 4.76480, -3.69257], [4.07311, 0.74135, -3.08569], [5.86768, -1.04141, -1.64046], [5.95888, 0.90996, -1.69949], [5.02649, 0.04203, -0.22016], [3.90555, -2.11203, -0.14825], [2.60810, -2.62584, 1.12110], [2.07707, -5.06627, -1.33851], [2.76332, -4.66758, 0.37358], [-0.93116, -6.01152, 0.37129], [0.79784, -6.69835, -0.25469], [0.59834, -7.17644, 2.35115], [1.84108, -5.76805, 2.11251], [-1.12695, -5.63124, 2.87261], [0.46441, -2.04578, 1.72521], [0.30852, -1.45848, 4.10827], [0.82123, 0.31430, 3.73381], [3.18726, -0.95009, 2.60846], [2.91061, -0.58378, 4.43766], [3.65188, -3.25906, 3.83388], [1.72345, -3.43594, 3.46245], [1.23437, -3.35305, 5.88659], [3.07748, -3.60817, 6.18265], [2.36265, -1.86336, 6.17828], [-0.87042, 3.62034, 2.83756], [0.48845, 2.32785, 2.98064], [-1.69492, 2.48192, 4.73367], [-1.26294, 0.71183, 4.22106], [-3.82798, 1.03612, 4.03323], [-3.18350, 0.71250, 2.28909], [-3.51107, 3.87340, 3.33437], [-5.05349, 2.79411, 3.03328], [-3.86702, 3.02857, 1.58615], [-1.76000, 3.59635, -2.82755], [-2.62644, 4.32414, -1.31158], [-2.17400, 2.40632, -1.39750], [-1.33066, 4.74633, 1.03182], [0.55097, 4.97621, 1.32590], [0.40098, 7.12276, -0.44698], [-1.48060, 6.58282, -0.70910], [-0.94683, 7.20906, 0.98844], [-3.70603, -1.07524, -6.21105], [-4.10238, 0.27858, -5.62653], [-2.91013, 1.09811, -5.07995], [-2.39512, 0.63560, -3.82721], [-1.55892, -0.50810, -3.92379], [-5.13146, 0.07101, -4.59704], [-3.52155, -1.83007, -5.44332], [-4.51430, -1.46368, -6.84193], [-2.81002, -0.99013, -6.83298], [-4.54973, 0.86188, -6.44331], [-3.26155, 2.12036, -4.89186], [-2.10494, 1.18066, -5.81969], [-0.94741, -0.49675, -4.83100], [-2.16281, -1.41516, -3.87668], [-0.89221, -0.51580, -3.05622], [-5.47371, 0.98185, -4.28750], [-4.66288, -0.30564, -3.76808]], "atomic_forces_ev_per_a": [[-5.100, -6.782, 4.974], [5.261, 6.149, -1.814], [1.061, -1.494, -0.378], [-3.103, 0.381, 1.956], [0.658, 0.973, -0.792], [-1.152, -0.146, -0.600], [0.268, 2.909, 2.042], [-1.021, 4.148, -0.932], [-0.773, -0.850, -0.380], [0.723, -1.038, 2.545], [-0.539, -0.901, -1.932], [1.687, -1.193, -0.168], [-0.080, -0.120, 1.576], [-0.858, -1.169, -0.856], [0.035, -0.932, -0.616], [1.629, 0.060, -2.098], [1.223, 2.539, -1.095], [0.586, -0.569, 1.882], [0.134, -0.183, 1.468], [-0.161, -0.072, 0.774], [-0.224, 0.480, 0.513], [1.343, -1.760, -0.533], [4.538, -0.787, -2.244], [-0.848, 0.619, 3.039], [0.158, 0.357, -0.543], [-0.507, -0.298, 1.317], [-0.221, -0.754, -0.201], [1.635, -4.330, 1.758], [-0.669, 1.643, -1.229], [-0.168, -0.238, -0.846], [-1.658, 0.221, 1.588], [-0.759, -0.969, 0.527], [-2.016, -2.566, 0.970], [-1.074, -1.746, 1.985], [-1.003, 2.145, 0.811], [-1.453, -2.213, 0.897], [1.043, -0.259, -2.090], [-2.142, 0.703, 0.440], [0.181, 1.646, -1.607], [-0.126, 1.655, 1.825], [-1.516, 1.000, -1.046], [2.700, 0.275, -0.122], [-1.075, 1.726, 1.122], [0.337, 1.943, -0.843], [-2.518, -0.170, 0.137], [2.119, 0.455, -0.338], [-0.117, 1.215, -0.141], [1.275, 1.488, -1.683], [-0.093, -2.016, -1.318], [-1.507, -0.537, 1.512], [-0.828, -1.266, -2.076], [-2.272, 0.988, -0.070], [2.042, 1.258, 0.906], [2.048, 0.806, -0.648], [-1.464, 1.253, -1.275], [-0.094, -2.221, -1.287], [0.421, -2.557, -0.986], [-2.145, -0.069, -0.816], [-0.156, -1.515, -1.779], [-0.693, 1.912, -0.947], [1.549, 0.975, -1.803], [0.273, 2.021, 1.873], [-0.754, -2.071, -1.360], [2.155, 0.414, -0.595], [-0.005, 0.226, 2.306], [-0.146, -0.308, 2.620], [1.511, -1.753, -0.334], [0.364, 2.207, -0.359], [2.286, 0.645, -0.835], [-1.519, 0.113, -1.752], [-2.031, -0.955, 0.882], [2.141, 0.373, 1.234], [1.145, -1.159, -2.192], [-0.105, -0.156, -0.297], [0.168, -0.163, 0.288], [-0.257, 0.114, 0.112], [0.095, 0.184, -0.458], [-0.097, 0.036, 0.364], [0.246, 0.340, 0.221], [-0.005, 0.148, -0.006], [0.132, 0.114, 0.162], [-0.054, -0.018, 0.050], [0.103, 0.033, 0.201], [0.018, -0.148, 0.103], [0.055, -0.180, -0.005], [-0.097, -0.024, -0.020], [0.161, -0.126, -0.160], [-0.058, 0.106, -0.066], [-0.074, -0.201, -0.133], [-0.174, -0.016, -0.276]], "lowdin_charge": [0.10, -0.09, -0.08, 0.03, -0.23, -0.06, -0.09, 0.08, -0.13, -0.15, -0.21, -0.18, -0.16, -0.20, -0.15, 0.02, -0.01, -0.21, -0.20, -0.24, -0.14, -0.02, -0.14, -0.19, -0.16, -0.25, -0.14, -0.19, 0.96, -0.26, -0.44, -0.16, 0.09, 0.14, 0.10, 0.10, 0.08, 0.14, 0.11, 0.16, 0.15, 0.15, 0.14, 0.13, 0.12, 0.12, 0.11, 0.15, 0.10, 0.09, 0.12, 0.11, 0.09, 0.08, 0.08, 0.08, 0.12, 0.13, 0.13, 0.09, 0.12, 0.12, 0.09, 0.08, 0.07, 0.06, 0.06, 0.06, 0.07, 0.09, 0.08, 0.08, 0.10, -0.07, -0.43, -0.20, -0.22, -0.10, 0.04, 0.06, 0.08, 0.08, 0.14, 0.12, 0.12, 0.09, 0.08, 0.08, 0.07, 0.07], "lumo_ha": -0.1680, "homo_ev": -10.9, "energy_ev": -56565.2324, "charge": 1, "orbital_gap_ev": 6.29}